1.
The following is a quantum chemistry calculation of a molecular structure, C21H23AsCrN3O7S2 at a distorted geometry, from the OMol25 dataset.

## Properties
- Molar mass: 620.48 g/mol
- Gap between HOMO and LUMO (spin up / spin down): 6.18 / 6.15 eV
- ⟨S²⟩: 0.772
- ΔE to the lowest compared entry with this formula, charge and spin: 1.741 eV
- E_LUMO (spin up / spin down): -1.5928 / -1.4970 eV

Structure (ORCA input):
```
! wB97M-V def2-TZVPD RIJCOSX def2/J DEFGRID3
* xyz 0 2
Cr 0.537 0.332 -0.132
O 1.309 -3.309 2.380
As 1.773 -1.518 2.331
O 3.373 -1.645 2.270
O 1.007 -1.181 0.885
C 0.718 -1.144 3.934
C 0.636 -2.048 4.981
C -0.212 -1.773 6.042
C -0.993 -0.626 6.044
C -0.878 0.294 5.012
C -0.010 0.023 3.973
S 0.482 1.215 2.744
O 1.863 0.862 2.478
O 0.251 2.526 3.286
O -0.366 1.013 1.529
H 2.055 -3.810 2.039
H 1.238 -2.947 4.957
H -0.261 -2.453 6.879
H -1.675 -0.433 6.860
H -1.426 1.225 5.017
C -1.422 3.672 -1.857
C -1.142 3.523 -3.218
C -0.401 2.432 -3.620
C 0.050 1.515 -2.669
N -0.230 1.668 -1.345
C -0.950 2.731 -0.971
C 0.889 0.368 -2.953
C 1.337 -0.011 -4.220
C 2.168 -1.105 -4.347
C 2.556 -1.789 -3.195
C 2.082 -1.359 -1.973
N 1.247 -0.327 -1.843
H -1.978 4.521 -1.495
H -1.485 4.252 -3.934
H -0.155 2.296 -4.660
H -1.113 2.820 0.096
H 1.026 0.542 -5.091
H 2.511 -1.421 -5.318
H 3.219 -2.637 -3.252
H 2.357 -1.854 -1.047
C -3.064 0.298 0.520
C -2.398 -1.062 0.360
O -1.325 -0.991 -0.580
C -1.414 -1.911 -1.657
C -2.234 -1.347 -2.815
H -3.865 0.242 1.252
H -3.464 0.645 -0.431
H -2.323 1.008 0.875
H -3.128 -1.810 0.028
H -1.972 -1.382 1.318
H -1.848 -2.854 -1.305
H -0.392 -2.113 -1.984
H -3.267 -1.185 -2.516
H -2.221 -2.036 -3.656
H -1.808 -0.398 -3.135
S 4.649 2.161 0.235
C 3.157 1.688 0.096
N 2.034 1.371 -0.070
*
```

Here are the Löwdin charges for atoms 1 to 8, given in e: 0.776, -0.288, 0.909, -0.431, -0.482, -0.224, -0.061, -0.066

2.
The following is a quantum chemistry calculation of 2 unconnected molecules or ions with the total composition C5H13NO2, from the OMol25 dataset.

## Properties
- Molar mass: 119.16 g/mol
- Gap between HOMO and LUMO: 9.41 eV
- SMILES string: C=C(N)CCCO.O
- ΔE to the lowest compared entry with this formula, charge and spin: 1.478 eV
- E_LUMO: 0.7424 eV

Structure (ORCA input):
```
! wB97M-V def2-TZVPD RIJCOSX def2/J DEFGRID3
* xyz 0 1
C -1.614 -0.584 1.101
C -0.402 -0.168 1.473
N 0.488 -0.943 2.218
C 0.115 1.167 1.010
C 1.391 1.070 0.160
C 1.274 0.181 -1.067
O 0.676 0.942 -2.114
H -1.977 -1.582 1.317
H -2.214 0.037 0.447
H 1.434 -0.909 1.858
H 0.194 -1.891 2.389
H -0.706 1.640 0.478
H 0.391 1.823 1.833
H 1.691 2.050 -0.204
H 2.217 0.719 0.785
H 0.634 -0.675 -0.841
H 2.243 -0.195 -1.389
H 0.247 0.306 -2.701
O -1.739 -1.233 -1.997
H -1.320 -1.122 -1.122
H -2.148 -2.102 -1.968
*
```

Here are the Löwdin charges for atoms 1 to 8, given in e: 0.003, -0.441, 0.100, -0.146, -0.178, -0.268, -0.063, 0.062